A molecular structure, C5H12NO, computed with ωB97M-V/def2-TZVPD.

```
19
Properties=species:S:1:pos:R:3:forces:R:3:mulliken_charge:R:1
C 0.5704 2.0714 2.4306 -6.17 1.28 4.10 0.159
O -0.8062 2.0050 2.6646 5.87 -0.04 -1.56 -0.266
C -0.1724 -0.5868 1.1501 1.51 3.82 -2.37 -1.135
C -0.8475 -0.0518 -0.0409 0.09 1.05 3.00 -0.316
C -0.4633 -0.9670 -1.6283 0.72 -0.58 -4.50 0.321
C 1.0475 -1.3474 -1.5650 -0.27 -0.03 -0.04 -0.995
N -0.6113 -0.0068 -2.5800 -1.56 -1.90 -0.16 -0.627
H 0.9268 2.6187 1.6445 0.87 0.83 -2.78 0.288
H 1.1502 1.8987 3.2916 1.08 -0.88 0.87 0.281
H -1.4581 -0.0995 -3.2890 1.55 0.02 2.35 0.291
H 0.9240 -0.1489 1.2642 -1.82 -1.50 -0.36 0.422
H -0.4394 -1.3166 1.8892 -0.48 -0.32 -0.17 0.284
H -1.9472 0.0418 -0.1466 0.71 -0.87 0.34 0.417
H -0.4399 0.8416 -0.5296 0.33 -0.20 0.99 0.375
H 1.3655 -0.5590 -2.2976 1.24 -0.60 1.36 0.322
H 1.2656 -2.3656 -2.0846 -0.78 1.70 1.05 0.263
H -1.0769 -1.8485 -1.6606 -0.98 -0.10 0.36 0.500
H 1.3484 -1.3508 -0.4645 0.33 0.10 -1.75 0.273
H -0.3362 1.1717 1.9518 -2.24 -1.78 -0.74 0.142
```
Positions in Å, forces in eV/Å.

Lowest unoccupied orbital energy: -7.63 eV
Net charge: +1

***

A gas-phase ion, C5H12NO (charge +1), computed with ωB97M-V/def2-TZVPD.

```
19
Properties=species:S:1:pos:R:3:forces:R:3:mulliken_spin:R:1
C -1.2004 -1.9888 -0.3759 2.29 -2.16 -0.43 -0.002
C -0.2046 -1.2741 -1.2578 2.41 -6.40 1.30 0.018
C 1.0955 1.6267 -0.2359 0.94 3.99 -1.87 0.176
C -0.9186 0.2889 0.4614 3.66 0.42 0.64 0.069
C 0.1997 1.2445 0.9082 -1.68 0.75 0.80 0.640
N -0.2642 -1.0301 0.1624 -2.12 3.80 -0.93 0.413
O 1.0525 0.4643 1.7090 -4.04 -0.46 0.70 0.421
H -2.1974 -1.7619 -0.5781 -1.58 0.72 0.73 -0.004
H -0.9421 -2.9998 -0.0298 -0.39 0.39 -0.59 -0.019
H 0.5717 -2.0130 -1.6166 -0.47 1.44 0.60 -0.016
H -0.5196 -0.6147 -1.9329 -1.17 2.98 -2.16 -0.010
H 1.1780 0.8630 -0.9212 0.65 -2.14 -1.10 -0.018
H 2.1126 1.9605 0.0656 -0.81 -0.32 -0.12 -0.201
H 0.6980 2.4547 -0.9418 -0.02 -0.80 1.62 0.008
H -1.2846 0.6977 -0.3846 -1.58 1.08 -2.96 0.001
H -1.6425 0.0521 1.1098 -2.66 -0.18 2.82 -0.128
H -0.2272 2.2558 1.3593 0.93 -1.90 -0.20 0.300
H 0.4785 -0.9573 0.8440 1.21 -2.35 0.57 0.029
H 2.0147 0.7314 1.6548 4.42 1.14 0.56 0.322
```
Positions in Å, forces in eV/Å.

Lowest unoccupied orbital energy (spin up / spin down): -2.80 / -9.28 eV
Expectation value of S²: 2.00
Net charge: +1
Spin multiplicity: 3

***

2 unconnected molecules or ions with the total composition C5H12NO, computed with ωB97M-V/def2-TZVPD.

```
19
Properties=species:S:1:pos:R:3:forces:R:3:mulliken_spin:R:1
C 0.4319 1.4100 -2.1316 1.14 -0.14 0.00 0.003
C 0.9615 2.5179 -1.6602 -0.84 0.11 0.05 0.000
N -0.4603 0.5602 -1.2895 -0.52 0.90 -0.58 0.008
H 0.7231 0.9532 -3.0676 -0.23 -0.18 0.03 0.000
H 1.6934 3.0608 -2.2400 -0.06 0.08 -0.05 0.000
H 0.5650 2.9718 -0.7567 0.43 0.00 0.18 0.000
H -0.5315 0.9299 -0.3403 0.16 0.15 -0.02 -0.007
H -1.4139 0.5906 -1.6740 0.05 -0.31 -0.06 0.002
H -0.1141 -0.4012 -1.2601 -0.23 0.30 -0.40 -0.006
C -0.1125 -0.5378 2.6609 0.73 0.22 -0.39 0.028
C -0.5318 -1.3898 1.5533 -0.15 -0.73 0.69 0.354
C 0.2866 -1.7392 0.4701 0.38 0.32 -0.52 0.313
O -0.1489 -2.2838 -0.6440 -0.38 0.08 1.29 0.187
H -0.2867 -1.0350 3.6228 -0.25 0.07 0.01 0.046
H 0.9315 -0.2282 2.5946 0.01 -0.12 0.00 -0.005
H -0.7063 0.3909 2.6562 -0.27 -0.17 0.24 0.056
H -1.5105 -1.8682 1.6329 -0.08 0.16 -0.21 0.012
H 1.3260 -1.4224 0.4019 0.07 -0.22 0.18 0.017
H -1.1028 -2.4796 -0.5287 0.05 -0.53 -0.47 -0.007
```
Positions in Å, forces in eV/Å.

Lowest unoccupied orbital energy (spin up / spin down): -8.75 / -12.30 eV
Expectation value of S²: 0.75
Net charge: +2
Spin multiplicity: 2

***

2 unconnected molecules or ions with the total composition C5H12NO2, computed with ωB97M-V/def2-TZVPD.

```
20
Properties=species:S:1:pos:R:3:forces:R:3:mulliken_charge:R:1
C -0.6000 -0.7877 0.6404 -0.43 -0.59 2.27 -0.237
C -1.6648 -0.4419 -0.4516 5.68 0.44 -2.06 -0.311
C -2.4149 0.7502 -0.2017 0.01 2.80 0.89 -0.027
C -3.6336 1.0001 -0.6636 -1.55 1.32 0.12 -0.793
N 0.4305 -1.7784 0.2476 0.08 0.79 -1.12 -0.509
C 1.7738 -1.0956 0.4291 -0.07 -1.31 0.56 -0.571
O 1.9955 -0.1315 -0.4275 -0.12 1.31 -0.27 -0.824
H -1.2215 -1.4310 1.3581 0.63 1.49 0.01 0.086
H -0.0264 0.1560 1.2567 -2.01 -2.34 -2.00 0.253
H -2.1208 -1.3326 -0.7779 -1.21 -0.97 -0.09 0.354
H -0.9252 -0.1985 -1.4116 -1.71 -0.25 2.02 0.138
H -1.7605 1.5427 0.3516 -1.57 -1.22 -1.02 0.148
H -4.3116 1.8947 -0.6310 1.56 -0.22 0.63 0.227
H -4.2407 0.2995 -1.1874 0.20 -1.27 -0.42 0.252
H 0.3735 -1.8759 -0.7849 0.06 0.10 0.71 0.235
H 1.6852 -0.8858 1.5464 0.49 0.42 -0.46 0.357
H 2.5451 -1.8911 0.3373 -0.15 -0.31 0.20 0.247
H 2.9406 2.1945 1.1458 -0.46 0.25 3.08 0.235
H 2.5434 1.3105 -0.0340 0.77 0.25 0.11 0.470
O 3.0973 2.1459 0.2502 -0.19 -0.69 -3.16 -0.730
```
Positions in Å, forces in eV/Å.

Lowest unoccupied orbital energy: 3.54 eV
Net charge: -1

***

2 unconnected molecules or ions with the total composition C5H12NO2, computed with ωB97M-V/def2-TZVPD.

```
20
Properties=species:S:1:pos:R:3:forces:R:3:mulliken_charge:R:1
N 2.9357 0.0302 1.6319 -0.35 1.03 0.75 -0.524
C 2.1881 0.4910 0.4948 0.15 0.10 -1.62 0.603
O 1.4944 1.5301 0.6213 0.28 -0.35 0.58 -0.753
O 2.3112 -0.2033 -0.5660 0.08 0.31 1.25 -0.721
H 3.6865 -0.5695 1.3615 0.36 -0.19 -0.15 0.217
H 3.2140 0.7854 2.2829 -0.36 -0.77 -0.78 0.213
C -0.6240 -1.5249 -0.2020 0.57 1.13 0.09 -1.183
C -1.4674 -0.2935 -0.5666 -0.86 -0.91 0.59 0.809
C -1.8187 0.5671 0.6672 -0.27 -0.74 -0.38 -1.190
C -0.7943 0.5421 -1.5923 0.71 1.54 -0.65 -1.337
H -0.3869 -2.0587 -1.1319 -0.12 -0.23 0.38 0.346
H 0.3424 -1.1475 0.1932 -0.49 -0.52 -0.12 0.097
H -1.1410 -2.1361 0.5435 0.13 -0.18 -0.18 0.388
H -2.4041 -0.6829 -1.0128 0.08 0.12 0.19 0.194
H -2.6828 1.2166 0.4607 0.26 -0.02 -0.01 0.340
H -0.9320 1.1710 0.8694 -0.11 -0.06 0.52 0.239
H -2.1111 -0.1073 1.4975 0.32 0.53 -0.14 0.326
H -0.3030 -0.0348 -2.3774 -0.33 -0.07 -0.20 0.328
H -1.5268 1.2611 -1.9976 0.19 -0.25 -0.29 0.390
H 0.0195 1.1639 -1.1771 -0.25 -0.44 0.16 0.219
```
Positions in Å, forces in eV/Å.

Lowest unoccupied orbital energy: 4.18 eV
Net charge: -1

***

A molecular structure, C5H12NO2, computed with ωB97M-V/def2-TZVPD.

```
20
Properties=species:S:1:pos:R:3:forces:R:3:mulliken_charge:R:1
C 2.2154 1.0885 0.5111 -0.50 -0.91 0.03 -0.876
N 0.8597 0.8506 1.0974 1.32 0.20 -0.63 -0.407
C 0.0385 -0.1764 0.4000 -0.95 1.38 0.39 0.067
C -0.6717 0.4382 -0.7799 2.49 1.85 0.97 -0.293
C -1.7512 1.3154 -0.5982 3.72 0.58 -2.11 -0.534
O -2.9645 -0.8953 0.2534 0.65 0.92 -1.13 -0.955
C 0.7991 -1.4471 -0.0616 -0.09 -0.30 -0.20 -0.718
O 1.8079 -1.2765 -0.9449 -0.27 0.37 -0.12 -0.870
H 2.2320 1.8562 -0.2698 0.04 0.42 0.26 0.218
H 2.8950 1.2819 1.3414 0.20 0.29 -0.21 0.272
H 2.4748 0.1725 -0.0409 0.28 -0.01 0.28 0.427
H 0.4674 1.7865 1.1185 -0.85 -0.42 0.12 0.251
H -0.7927 -0.3888 1.0812 0.27 -0.55 0.18 0.407
H -0.0269 0.3340 -1.6654 -1.19 -0.66 -0.62 0.406
H -1.9829 0.0692 -0.5738 -3.00 -1.97 1.43 0.214
H -1.6539 1.9608 0.2718 -1.29 -0.84 0.48 0.245
H -1.9990 1.7592 -1.5589 -0.72 0.14 0.34 0.333
H -3.6841 -0.8686 -0.3929 -0.02 -0.17 0.20 0.169
H 1.1027 -1.9503 0.8859 -0.09 -0.07 -0.02 0.276
H -0.0319 -2.0446 -0.5042 -0.02 -0.24 0.36 0.368
```
Positions in Å, forces in eV/Å.

Lowest unoccupied orbital energy: 3.18 eV
Net charge: -1

***

2 unconnected molecules or ions with the total composition C5H12NO2, computed with ωB97M-V/def2-TZVPD.

```
20
Properties=species:S:1:pos:R:3:forces:R:3:mulliken_spin:R:1
C 1.3734 -0.5351 -0.7386 -1.61 -0.55 0.45 -0.003
O 2.6718 -0.9542 -0.5625 -1.21 0.23 -0.26 0.861
C 0.6177 0.1991 0.4164 1.63 0.62 0.67 0.015
C -0.7878 0.7428 0.1172 0.27 -0.96 -0.75 0.002
C -1.9940 -0.2249 0.2570 1.08 0.87 -1.02 0.000
C -3.2439 0.2121 0.0908 -0.81 -0.47 0.65 0.000
N -1.6355 -1.5694 0.3842 -0.84 0.18 0.46 0.003
H 1.3200 0.1342 -1.6176 0.43 -0.03 -0.08 0.075
H 0.7375 -1.3715 -1.0713 0.41 -0.29 -0.33 0.044
H 0.6594 -0.3204 1.3839 0.02 -0.32 -0.43 -0.002
H 1.2742 1.0698 0.5794 -0.38 -0.02 0.22 -0.004
H -0.7077 1.0164 -0.9453 -0.52 0.42 0.18 -0.002
H -0.9070 1.6331 0.7301 -0.34 -0.01 -0.17 0.000
H -4.0956 -0.4323 0.3108 0.28 -0.27 -0.35 0.000
H -3.5771 1.2089 -0.1597 0.68 0.27 0.24 0.000
H -0.7152 -1.8056 0.0866 0.38 -0.06 0.02 -0.002
H -2.3198 -2.2066 0.0098 -0.03 -0.06 0.11 0.000
H 3.9780 1.8233 0.0406 0.01 -0.59 0.36 -0.001
H 3.3826 0.3731 0.1147 0.60 0.23 0.37 -0.003
O 3.9689 1.0073 0.5736 -0.06 0.81 -0.34 0.017
```
Positions in Å, forces in eV/Å.

Lowest unoccupied orbital energy (spin up / spin down): 0.66 / -2.51 eV
Expectation value of S²: 0.75
Net charge: 0
Spin multiplicity: 2

***

2 unconnected molecules or ions with the total composition C5H12NO2, computed with ωB97M-V/def2-TZVPD.

```
20
Properties=species:S:1:pos:R:3:forces:R:3:mulliken_charge:R:1
O -1.1769 -2.2279 0.4957 -0.61 -0.02 0.53 -0.388
C -1.2244 -1.0468 0.2923 1.81 -1.82 -0.98 -0.206
C -0.3366 -0.5772 -0.9054 -2.19 3.11 0.33 0.238
C 0.5445 0.6325 -0.6211 0.13 -1.70 0.52 -0.738
C 1.4303 0.1618 0.4967 0.87 -0.50 -0.37 -0.323
C 2.7081 -0.1612 0.3522 0.12 -0.21 -0.03 -0.743
N -1.4211 -0.0529 -1.9348 0.58 0.00 -0.49 -0.369
H -1.7986 -0.3670 0.9233 -0.03 0.56 -0.18 0.410
H 0.2535 -1.2893 -1.4561 -0.28 -0.91 0.33 0.313
H 0.0186 1.4460 -0.1398 -0.55 0.57 -0.72 0.413
H 1.0041 0.7848 -1.5957 0.58 0.97 0.33 0.512
H 0.8264 -0.0414 1.3580 0.29 0.31 0.89 0.248
H 3.0383 -0.1844 -0.6754 0.63 0.42 -0.08 0.209
H 3.4505 -0.4562 1.1131 -0.89 0.01 -0.31 0.299
H -2.2126 -0.7404 -1.8894 0.60 1.11 -0.95 0.366
H -0.9459 0.0899 -2.8428 -0.53 -1.30 -0.04 0.375
H -1.6967 0.9409 -1.8441 -0.47 -0.66 1.17 0.354
H -1.5857 0.8620 3.2782 0.75 0.02 0.78 0.321
H 0.0197 1.1322 2.9387 -0.43 -0.14 1.04 0.324
O -0.8953 1.0944 2.6564 -0.37 0.16 -1.78 -0.616
```
Positions in Å, forces in eV/Å.

Lowest unoccupied orbital energy: -3.95 eV
Net charge: +1

***

2 unconnected molecules or ions with the total composition C5H12NO2S, computed with ωB97M-V/def2-TZVPD.

```
21
Properties=species:S:1:pos:R:3:forces:R:3:mulliken_charge:R:1
C 1.2663 0.3053 0.3076 -2.88 -0.79 0.52 0.239
C 2.2181 -0.4188 1.2534 1.65 0.73 -0.44 -0.802
S 3.9550 0.2643 1.1538 -0.44 -0.29 0.00 -0.717
C 0.8506 -0.4281 -1.0142 1.43 1.86 0.18 -0.934
N -0.5125 -0.9154 -1.1205 0.63 -1.38 0.78 -0.308
C -1.5998 0.0153 -0.9916 -0.34 0.05 -1.05 -0.413
C -2.0259 0.4055 -2.4063 -1.27 2.17 0.34 -0.054
O -2.5229 1.5048 -2.6105 0.28 -0.79 0.08 -0.530
H 0.2959 0.3161 0.8646 0.28 0.20 -0.19 -0.335
H 1.4388 1.3580 0.1156 0.82 0.03 0.13 0.425
H 2.2975 -1.4928 1.0418 -0.39 0.09 -0.12 0.264
H 1.8873 -0.3086 2.2834 -0.18 -0.02 0.13 0.202
H 0.9786 0.2868 -1.8412 0.12 -0.18 0.04 0.175
H 1.6581 -1.1589 -1.1169 -0.72 -0.61 -0.52 0.536
H -0.6086 -1.7679 -0.5801 -0.30 0.38 0.11 0.250
H -1.4816 1.0032 -0.5298 0.88 -0.22 0.26 0.210
H -2.4499 -0.3682 -0.4125 0.07 -0.38 -0.40 0.429
H -1.8855 -0.2134 -3.2923 0.38 -0.85 0.15 0.411
H -1.2068 1.3438 2.8156 0.91 0.29 0.32 0.304
H -1.0069 -0.1914 3.2639 0.60 0.56 0.07 0.302
O -1.5459 0.4605 2.8162 -1.51 -0.87 -0.42 -0.650
```
Positions in Å, forces in eV/Å.

Lowest unoccupied orbital energy: 3.13 eV
Net charge: -1

***

3 unconnected molecules or ions with the total composition C5H12NO4, computed with ωB97M-V/def2-TZVPD.

```
22
Properties=species:S:1:pos:R:3:forces:R:3:mulliken_charge:R:1
C -1.0238 -0.2610 -0.7185 -0.94 0.83 0.89 -0.629
C 0.1368 0.2684 -1.6026 -0.26 0.32 0.73 -0.635
C 1.1113 -0.8299 -1.9049 -0.07 -0.10 -1.24 -0.166
C 1.0689 -1.5922 -3.0154 0.17 0.95 1.69 -0.777
N -0.5768 -1.0585 0.4318 -0.20 0.47 -0.63 -0.275
C 0.0862 -0.3746 1.4999 -0.03 -0.44 -0.62 0.749
O -0.0991 0.8688 1.6178 -0.48 0.05 -0.46 -0.950
O 0.8009 -1.0794 2.2190 0.42 -0.78 0.36 -0.827
H -1.6645 0.6203 -0.3260 1.14 -1.49 -0.73 0.107
H -1.7098 -0.8868 -1.3178 0.36 0.15 0.08 0.371
H 0.6381 1.0869 -1.0519 -0.17 -0.42 -0.15 0.263
H -0.3034 0.7177 -2.4891 0.04 -0.09 -0.35 0.459
H 1.8872 -0.9534 -1.1557 -0.05 -0.37 -0.03 0.348
H 1.7368 -2.4057 -3.1597 0.58 -0.51 -0.12 0.280
H 0.3435 -1.4210 -3.7746 -0.59 0.14 -0.47 0.281
H -0.1714 -1.9686 0.1726 -0.17 0.89 0.53 0.301
H -2.4642 2.5878 2.0169 0.17 -0.05 -1.06 0.292
H -1.4585 1.8571 1.1949 1.42 -0.99 0.10 0.489
O -2.1960 2.4491 1.0807 -1.63 1.19 1.02 -0.697
H 1.5296 0.0751 3.4356 0.05 0.28 0.26 0.381
H 0.8291 1.2996 3.0810 0.84 -0.18 0.82 0.392
O 1.4990 1.0003 3.7659 -0.60 0.18 -0.63 -0.757
```
Positions in Å, forces in eV/Å.

Lowest unoccupied orbital energy: 3.43 eV
Net charge: -1

***

2 unconnected molecules or ions with the total composition C5H12NO4P, computed with ωB97M-V/def2-TZVPD.

```
23
Properties=species:S:1:pos:R:3:forces:R:3:mulliken_charge:R:1
C 3.0146 0.6738 0.3610 -2.66 0.28 1.17 -1.045
C -2.1803 1.7807 -0.4820 0.20 -0.79 3.23 -1.298
C 2.3888 -0.6764 0.1944 1.01 -1.03 2.34 -0.002
C -1.1591 1.4284 0.6202 -1.42 -1.43 1.33 -0.199
C -1.3668 -2.1737 -0.9345 2.70 0.72 -2.16 -0.882
N -1.4734 -1.7896 0.3512 -0.74 -1.65 1.27 0.664
O -0.4331 -1.8751 1.0928 -1.76 0.72 -0.48 -0.519
O -2.6547 -1.4908 0.7552 2.21 0.26 0.03 -0.600
O 1.6399 -0.6361 -0.9771 -2.02 -0.57 -1.46 -0.190
O -0.0124 0.7802 0.1072 1.27 -0.76 -0.73 -0.060
P 0.1918 -0.0047 -1.2289 0.35 -1.02 -0.28 0.180
H 3.5826 0.4968 1.2235 1.55 0.67 1.16 0.386
H 3.5229 0.9601 -0.5111 1.04 0.49 -0.92 0.308
H 2.1921 1.4230 0.6172 1.29 -0.86 -0.40 0.207
H -2.9982 2.2867 0.0073 -0.44 0.07 0.07 0.375
H -1.7671 2.4314 -1.1538 1.03 1.54 -2.05 0.425
H -2.5331 0.8669 -0.9000 -0.37 -0.62 -0.56 0.357
H 1.8268 -0.9685 1.1296 -0.09 0.49 -1.30 0.182
H 3.1781 -1.4910 0.1705 -0.88 0.89 -0.77 0.371
H -1.5795 0.5870 1.2949 0.27 1.95 -0.68 0.298
H -0.6974 2.2398 1.2109 -0.88 -0.08 -0.29 0.327
H -0.4800 -2.7247 -1.3579 -0.92 0.58 1.32 0.375
H -2.2025 -2.1242 -1.5906 -0.75 0.16 0.15 0.338
```
Positions in Å, forces in eV/Å.

Lowest unoccupied orbital energy (spin up / spin down): -0.59 / -0.59 eV
Net charge: 0

***

A molecular structure, C5H12NOP3, computed with ωB97M-V/def2-TZVPD.

```
22
Properties=species:S:1:pos:R:3:forces:R:3:mulliken_charge:R:1
C -0.0475 -0.1446 0.2296 2.62 0.21 -0.89 0.456
C 1.3922 -0.2293 -0.1761 1.09 -0.37 0.67 0.138
C 0.8066 -0.1667 -1.6327 0.31 1.22 2.03 0.162
C 2.3612 0.8064 0.3813 1.09 1.06 0.98 -1.361
C 1.1661 -1.3388 -2.5038 0.99 -0.12 -0.37 -1.122
N -0.5442 -0.0814 -0.9571 -1.11 -0.43 -0.03 -0.630
O -0.4300 -0.0935 1.5267 1.88 0.05 -1.90 -0.213
P -2.8733 -0.3298 0.1187 1.01 -1.20 -1.34 -0.147
P -2.5023 2.0770 2.2637 1.45 0.65 -0.05 -0.150
P -1.9348 -0.0578 2.0921 -1.93 -0.48 0.82 -0.031
H 1.8820 -1.2024 0.0070 -0.60 0.08 0.05 0.391
H 0.9937 0.7978 -2.0764 0.14 0.33 -0.29 0.414
H 3.4225 0.4311 0.2515 -1.13 0.63 0.09 0.340
H 2.2345 1.0121 1.5150 0.02 -0.63 -1.78 0.280
H 2.2781 1.8180 -0.0999 0.01 -0.95 0.26 0.304
H 0.3878 -2.0845 -2.1955 0.89 0.02 -1.18 0.323
H 2.1832 -1.6476 -2.0920 -1.26 -0.10 -0.85 0.247
H 1.3461 -1.0827 -3.6423 -1.00 -0.78 2.32 0.273
H -2.5670 -1.8322 0.0490 -0.65 1.82 0.24 0.085
H -4.1239 -0.3928 0.5767 -2.09 -0.59 1.22 0.091
H -3.5939 1.4687 2.8143 -1.24 -0.15 0.66 0.067
H -1.8370 2.2730 3.5503 -0.48 -0.25 -0.65 0.084
```
Positions in Å, forces in eV/Å.

Lowest unoccupied orbital energy: 0.81 eV
Net charge: 0

***

Going through the records in order, we get energy relative to the best compared isomer or geometry (same formula, charge and spin) values of 244.83, 139.67, 29.87, 97.98, 3.84, 174.47, 44.74, 69.04, 47.63, 0.97, 121.07, 21.98 kcal/mol.
Going through the records in order, we get F_max values of 7.5, 7.0, 1.3, 6.1, 1.8, 4.3, 1.9, 3.8, 3.0, 2.3, 3.5, 2.8 eV Å⁻¹.